[1]
C7H8N2O2S in the gas phase at a distorted geometry, computed with the ωB97M-V functional and the def2-TZVPD basis.

As for the relative energy (zero: lowest compared OMol25 entry of this formula, charge and spin): 130.7 kcal/mol. As for the electronic energy: -929.541466 Eh. The value obtained for the LUMO energy is 0.5 eV. For the molar mass, the calculation gives 184.2 g/mol. The HOMO-LUMO gap is 9.45 eV.

Atoms and positions in Å:
1 C -3.2226 0.4571 1.4644
2 C -3.6400 1.7758 1.4530
3 C -2.5324 0.2721 0.2086
4 C -2.5345 1.2579 -0.7210
5 C 0.7868 -0.4574 -0.5394
6 C -1.4994 0.2181 -0.8290
7 C 3.0899 -0.7956 0.4385
8 N 1.9806 0.0459 -0.0542
9 N -0.1599 0.5610 -0.6310
10 O 0.4855 -1.6091 -0.8269
11 O 0.0846 1.7156 0.0984
12 S -3.4170 2.5904 -0.0414
13 H -3.2461 -0.1778 2.2997
14 H -4.1325 2.3938 2.2116
15 H -1.5593 -0.4842 -1.5780
16 H 3.9199 -0.1374 0.7517
17 H 2.6687 -1.2941 1.3344
18 H 3.3206 -1.4996 -0.3677
19 H 1.8326 0.9473 0.2408
20 H -0.6330 1.9642 0.7149

Atomic forces in eV per Å
C 1.224 2.378 -1.582
C -0.758 -0.302 0.309
C -0.765 0.010 0.284
C -2.115 0.361 1.752
C 0.864 -0.313 1.175
C 0.254 0.489 0.404
C -1.627 0.536 0.325
N -0.349 -2.769 -1.538
N 0.015 0.101 0.060
O 0.702 0.741 -0.068
O 0.479 1.121 0.242
S 1.166 -0.147 -0.663
H -0.070 -0.765 0.792
H -0.085 -0.697 -0.122
H -0.150 -1.510 -1.656
H -0.322 -0.493 -0.458
H 0.789 -0.280 -0.431
H 0.352 0.074 0.518
H 0.392 2.344 1.037
H 0.003 -0.877 -0.380

***

[2]
C3H4O2 in the gas phase, computed with the ωB97M-V functional and the def2-TZVPD basis.

As for the relative energy (zero: lowest compared OMol25 entry of this formula, charge and spin): 40.9 kcal/mol. As for the electronic energy: -267.127605 Eh. The value obtained for the LUMO energy is 0.8 eV. For the molar mass, the calculation gives 72.1 g/mol. The HOMO-LUMO gap is 11.02 eV.

Atoms and positions in Å:
1 O 2.2480 0.5563 -0.1198
2 C 1.3173 -0.1198 0.2435
3 C -0.0613 0.4372 0.3846
4 C -1.0686 -0.1686 -0.4954
5 O -1.0626 -0.4248 0.8938
6 H 1.4096 -1.2107 0.4312
7 H -0.1385 1.4866 0.6649
8 H -1.8662 0.4596 -0.8854
9 H -0.7777 -1.0158 -1.1175

Atomic forces in eV per Å
O -0.293 -0.305 0.278
C 0.274 0.266 -0.157
C 0.174 0.195 -0.055
C -0.085 -0.023 -0.313
O -0.025 -0.108 0.155
H -0.019 0.101 -0.010
H 0.031 -0.146 -0.110
H 0.023 -0.119 0.145
H -0.080 0.141 0.066

***

[3]
A molecular structure, C26H30Br27N3O at a distorted geometry, computed with the ωB97M-V functional and the def2-TZVPD basis.

As for the electronic energy: -70746.320182 Eh. The value obtained for the LUMO energy is -0.3 eV. For the molar mass, the calculation gives 2558.0 g/mol. The HOMO-LUMO gap is 8.93 eV.

Atoms and positions in Å:
1 N 0.7876 3.4322 -0.7790
2 C 0.9714 3.0742 -1.8502
3 C 0.9350 2.5476 -3.3249
4 C 0.6497 0.9761 -3.2798
5 C 0.8899 0.3891 -1.8479
6 N 0.7241 0.0958 -0.7517
7 C -0.8437 0.7652 -3.7805
8 C -1.9246 1.5897 -2.9711
9 C -3.1398 0.6286 -2.5831
10 C -2.7207 -0.5515 -1.6154
11 C -3.1664 -2.0000 -2.1344
12 N -2.8774 -2.1354 -3.6012
13 C 1.5762 0.1379 -4.2665
14 C 3.1082 0.2119 -3.9346
15 O 3.7259 1.2016 -4.2931
16 C 3.9426 -0.9021 -3.2219
17 C 4.8166 -1.7317 -4.0970
18 C 5.6965 -2.7926 -3.5773
19 C 5.7324 -3.0458 -2.1144
20 C 4.8493 -2.2482 -1.2161
21 C 3.9711 -1.1799 -1.7799
22 H 0.1536 3.1005 -3.9247
23 H 1.9263 2.8232 -3.7723
24 H -1.0754 -0.3314 -3.8304
25 H -0.8813 1.1386 -4.8517
26 H -1.5383 2.1114 -2.0557
27 H -2.3748 2.3951 -3.6289
28 H -3.8746 1.2738 -2.0149
29 H -3.6146 0.3068 -3.5457
30 H -1.5962 -0.5885 -1.5730
31 H -3.0604 -0.3730 -0.5512
32 H -2.4551 -2.7210 -1.6301
33 H -4.2359 -2.2357 -1.8814
34 H -2.2880 -2.9450 -3.7832
35 H -3.7671 -2.1883 -4.0944
36 H 1.1783 -0.9104 -4.3578
37 H 1.4521 0.6241 -5.2828
38 H 4.8323 -1.5443 -5.2007
39 H 6.3580 -3.3728 -4.2690
40 H 6.4134 -3.8343 -1.7196
41 H 4.8635 -2.4569 -0.1289
42 H 3.3381 -0.5938 -1.0682
43 C -3.2457 -5.0649 1.0772
44 Br -4.0717 -5.7800 -0.5206
45 Br -1.3146 -5.1555 0.9903
46 Br -3.8632 -3.2731 1.4618
47 H -3.5572 -5.6937 1.9052
48 C -7.7511 -2.0052 3.1909
49 Br -9.1043 -3.1040 2.3514
50 Br -6.6321 -3.0329 4.3893
51 Br -6.7045 -1.0319 1.8875
52 H -8.2704 -1.2681 3.7958
53 C 7.8697 -1.2384 1.7742
54 Br 7.0545 -1.9421 0.1587
55 Br 9.8037 -1.3355 1.7134
56 Br 7.2448 0.5479 2.1622
57 H 7.5467 -1.8713 2.5952
58 C -5.8669 3.4651 1.3091
59 Br -5.0231 1.9753 0.4057
60 Br -7.1023 4.3995 0.1504
61 Br -6.7050 2.9206 2.9655
62 H -5.0795 4.1667 1.5670
63 C 1.5411 0.9204 3.0937
64 Br 2.8703 -0.0108 2.0413
65 Br 0.0610 -0.2326 3.5637
66 Br 2.3221 1.7616 4.6523
67 H 1.1408 1.7142 2.4701
68 C -9.2200 -4.8504 6.7867
69 Br -9.8919 -3.0875 6.3630
70 Br -8.8385 -5.0389 8.6739
71 Br -10.4037 -6.2414 6.1492
72 H -8.2785 -4.9665 6.2581
73 C 11.7523 -4.9121 0.5328
74 Br 11.0647 -5.5402 2.2301
75 Br 13.2960 -5.9295 -0.0371
76 Br 10.3779 -4.8687 -0.8303
77 H 12.0834 -3.8892 0.6827
78 C 0.4153 5.2076 2.8319
79 Br 0.5549 4.3679 1.0671
80 Br 0.4235 7.1443 2.7137
81 Br -1.1197 4.5536 3.8218
82 H 1.3002 4.9216 3.3955
83 C -0.8212 10.9219 3.7343
84 Br -0.1475 12.2298 4.9911
85 Br -2.6809 11.2325 3.3008
86 Br 0.2786 10.8198 2.1459
87 H -0.7655 9.9533 4.2221

Atomic forces in eV per Å
N 0.714 -1.530 -3.169
C -0.859 -0.486 -2.890
C 0.923 0.509 1.650
C 0.449 -0.941 -0.119
C -1.605 1.464 -2.194
N 0.449 -0.384 0.330
C 0.168 0.463 0.083
C -1.014 -0.643 -0.232
C 0.122 0.964 0.904
C 0.219 -0.450 -0.702
C 1.229 0.374 0.353
N -0.540 0.250 0.861
C -0.056 0.376 -0.556
C 0.755 0.303 0.255
O -0.789 -0.795 0.233
C 1.364 -2.415 0.619
C 0.208 -0.416 1.623
C -1.454 1.666 1.984
C -2.032 1.753 -1.344
C -0.715 0.079 -3.552
C 1.167 -1.310 -0.940
H 0.674 -0.679 0.992
H -0.762 -0.606 0.382
H 0.032 0.994 0.278
H 0.333 -0.479 1.125
H -0.138 -0.687 -0.739
H 0.674 -0.793 0.679
H 0.576 -0.658 -0.905
H 0.393 -0.018 0.988
H -1.084 0.059 0.047
H 0.234 -0.207 -1.172
H -1.210 0.592 -0.165
H 1.051 0.171 -0.201
H -0.588 0.134 -0.042
H 0.591 -0.267 -0.156
H 0.496 0.970 0.383
H 0.300 -0.561 1.070
H -0.106 -0.111 1.186
H -0.802 0.660 0.750
H -0.787 0.717 -0.302
H -0.735 0.143 -1.284
H 0.624 -0.621 -0.799
C 0.037 0.030 0.058
Br 0.124 0.131 0.180
Br -0.261 0.042 -0.038
Br 0.094 -0.289 -0.091
H 0.047 0.100 -0.149
C -0.087 0.000 -0.022
Br 0.236 0.117 0.104
Br -0.036 0.086 -0.186
Br -0.184 -0.081 0.209
H 0.092 -0.132 -0.079
C 0.147 -0.207 0.035
Br 1.736 0.898 1.338
Br -0.165 0.061 0.025
Br 0.093 -0.232 -0.113
H 0.089 0.108 -0.121
C 0.008 0.065 0.070
Br -0.120 0.190 0.136
Br 0.159 -0.182 0.159
Br 0.102 0.068 -0.257
H -0.108 -0.136 -0.046
C -0.113 0.021 -0.096
Br -0.051 0.103 0.221
Br 0.241 0.148 -0.054
Br -0.101 -0.115 -0.213
H 0.047 -0.094 0.058
C 0.083 -0.022 -0.051
Br -0.030 -0.218 0.130
Br -0.092 0.039 -0.265
Br 0.145 0.223 0.106
H -0.160 0.049 0.060
C -0.013 0.055 0.023
Br 0.087 0.073 -0.289
Br -0.244 0.113 0.079
Br 0.193 -0.031 0.221
H -0.078 -0.165 -0.027
C 0.100 0.044 0.151
Br -0.408 1.541 3.413
Br -0.025 -0.122 0.009
Br 0.129 0.053 -0.070
H -0.190 0.118 0.070
C -0.003 -0.077 0.039
Br -0.102 -0.155 -0.205
Br 0.276 -0.011 0.045
Br -0.159 0.057 0.215
H -0.006 0.147 -0.094

***

[4]
A molecular structure, C24H26CeClN3 at a distorted geometry, computed with the ωB97M-V functional and the def2-TZVPD basis.

As for the relative energy (zero: lowest compared OMol25 entry of this formula, charge and spin): 18.6 kcal/mol. As for the electronic energy: -2029.096530 Eh. The value obtained for the LUMO energy (alpha / beta) is -8.7 / -8.7 eV. For the molar mass, the calculation gives 532.1 g/mol. The total charge is +2. The HOMO-LUMO gap (alpha / beta) is 5.90 / 5.91 eV.

Atoms and positions in Å:
1 C -2.5191 5.6552 -2.7650
2 C -4.0503 5.6145 -2.6731
3 C -1.9917 6.8916 -2.0247
4 C -2.0951 5.7196 -4.2385
5 Cl -1.8393 4.1770 -2.0105
6 H -2.4020 7.8034 -2.4751
7 H -0.8980 6.9483 -2.0802
8 H -2.2842 6.8737 -0.9681
9 H -4.4786 6.5152 -3.1292
10 H -4.3823 5.5722 -1.6289
11 H -4.4546 4.7423 -3.2005
12 H -2.5062 6.6214 -4.7084
13 H -2.4639 4.8497 -4.7949
14 H -1.0034 5.7550 -4.3351
15 C -0.9869 -0.5077 2.6024
16 C -0.1835 0.6816 2.5587
17 C -0.8968 1.6571 1.7795
18 H 0.7685 0.8542 3.0529
19 C -2.0917 1.0323 1.2788
20 C -2.1042 -0.3325 1.7304
21 H -2.8485 -1.0907 1.4850
22 H -0.8397 -1.3448 3.2871
23 H -0.5936 2.6924 1.6517
24 H -2.8842 1.5408 0.7389
25 C 1.7767 -0.7363 -1.9672
26 C 2.6095 -0.8488 -0.8136
27 C 2.6125 0.4115 -0.1313
28 H 3.2227 -1.7117 -0.5479
29 C 1.9552 1.3634 -0.9823
30 C 1.4430 0.6512 -2.1224
31 H 0.9699 1.1028 -2.9944
32 H 1.4608 -1.5615 -2.6068
33 H 3.0358 0.6213 0.8493
34 H 1.9277 2.4396 -0.8106
35 Ce 0.0090 -0.0117 0.0058
36 N 2.7468 -10.6790 2.5400
37 C 2.5614 -9.5234 2.4086
38 C 2.3028 -8.1023 2.2381
39 C 2.9013 -7.3993 1.1878
40 C 2.5712 -6.0488 0.9572
41 C 1.6932 -5.4148 1.8488
42 C 1.1872 -6.0720 2.9503
43 C 1.4405 -7.4379 3.1216
44 N 1.3632 -4.0293 1.6963
45 C 1.7722 -3.0041 2.5519
46 C 1.5519 -1.8542 1.8683
47 N 0.8052 -2.1445 0.7226
48 C 0.8366 -3.4657 0.5801
49 H 3.6220 -7.9262 0.5565
50 H 3.0288 -5.5140 0.1331
51 H 0.5551 -5.5384 3.6597
52 H 0.9850 -7.9925 3.9443
53 H 2.2491 -3.1353 3.4935
54 H 1.8441 -0.8447 2.0793
55 H 0.3685 -4.0309 -0.2315

Atomic forces in eV per Å
C -0.799 1.729 -0.880
C 0.016 -0.374 0.195
C 0.223 -0.248 0.263
C 0.212 -0.364 0.037
Cl 0.298 -0.634 0.324
H 0.023 -0.265 0.012
H -0.208 -0.022 -0.005
H 0.039 -0.008 -0.203
H 0.207 -0.151 0.072
H 0.080 0.019 -0.190
H 0.094 0.164 0.089
H 0.036 -0.164 0.212
H 0.054 0.159 0.122
H -0.203 0.000 0.041
C -0.082 0.617 -0.481
C -1.164 0.134 -0.421
C -0.415 -0.843 0.236
H -0.322 0.015 0.132
C 0.857 -0.141 0.419
C 0.622 0.826 0.368
H 0.089 0.330 0.247
H 0.202 0.081 -0.656
H -0.120 -0.133 -0.096
H 0.194 -0.139 -0.167
C 0.337 0.859 0.509
C -0.466 0.685 -0.054
C -0.268 -0.075 -0.958
H -0.654 0.146 0.180
C -0.009 -0.549 -0.365
C 0.372 0.036 0.666
H -0.088 -0.126 0.337
H 0.350 0.361 -0.026
H 0.279 0.054 -0.439
H -0.136 -0.277 -0.107
Ce 0.386 -0.838 -0.025
N -0.525 3.406 -0.386
C 0.454 -2.755 0.335
C -0.176 0.056 0.122
C -0.142 0.462 -0.271
C -0.058 -0.664 0.579
C 0.562 -0.639 -0.091
C -0.362 -0.794 0.331
C 0.127 0.185 0.048
N 0.278 0.665 -0.555
C 0.243 0.176 -1.408
C -1.091 -0.713 0.040
N 1.014 -0.353 -0.124
C -0.840 -0.021 1.036
H -0.329 0.327 0.093
H -0.062 0.005 0.055
H 0.066 -0.189 -0.181
H 0.168 0.256 -0.242
H 0.322 -0.454 0.324
H -0.021 0.022 0.457
H 0.330 0.160 0.449

***

[5]
2 unconnected molecules or ions with the total composition CH7O2 at a distorted geometry, computed with the ωB97M-V functional and the def2-TZVPD basis.

As for the relative energy (zero: lowest compared OMol25 entry of this formula, charge and spin): 12.7 kcal/mol. As for the electronic energy: -192.466740 Eh. The value obtained for the LUMO energy is -4.0 eV. For the molar mass, the calculation gives 51.1 g/mol. The total charge is +1. The HOMO-LUMO gap is 13.75 eV.

Atoms and positions in Å:
1 O -1.3508 -1.2039 0.0426
2 H -0.9122 -2.0054 0.2479
3 H -2.3601 -1.3854 -0.0426
4 H -0.4772 -0.1376 -0.3526
5 C 1.2496 0.9655 0.5562
6 O 0.2479 0.5069 -0.5312
7 H 1.6283 0.0267 1.0451
8 H 2.0400 1.4710 -0.1489
9 H 0.6109 1.6204 1.1342
10 H 0.7962 0.1939 -1.3116

Atomic forces in eV per Å
O -3.382 0.633 -0.454
H 0.407 -1.528 0.381
H 2.668 0.446 0.207
H -1.188 -1.176 0.790
C 0.641 -0.670 -2.268
O 3.177 1.144 -1.810
H -0.345 1.274 -0.264
H -1.416 -0.706 2.069
H 0.571 0.145 0.358
H -1.134 0.438 0.990

***

[6]
A gas-phase ion, C4H10N5O (charge +1) at a distorted geometry, computed with the ωB97M-V functional and the def2-TZVPD basis.

As for the relative energy (zero: lowest compared OMol25 entry of this formula, charge and spin): 25.6 kcal/mol. As for the electronic energy: -507.173006 Eh. The value obtained for the LUMO energy is -4.6 eV. For the molar mass, the calculation gives 144.2 g/mol. The total charge is +1. The HOMO-LUMO gap is 8.90 eV.

Atoms and positions in Å:
1 C -1.7488 0.3564 0.5010
2 C -0.3911 -1.4074 0.6810
3 C -0.6496 1.2199 -0.1362
4 C 0.9373 0.5347 0.2238
5 N -1.4977 -0.7291 1.0043
6 N 0.8269 -0.8585 0.4783
7 N -0.4481 -2.7013 0.7513
8 N -0.7954 1.0285 -1.5459
9 N 1.7161 0.6701 -0.9513
10 O 1.4006 1.2436 1.3343
11 H -2.6061 0.8279 1.0008
12 H -0.5881 2.2355 0.2490
13 H 1.5969 -1.4333 0.1965
14 H -1.2921 -3.1357 0.8792
15 H 0.3082 -3.3324 0.6708
16 H -1.7415 0.8959 -1.8255
17 H -0.2954 1.7073 -2.1236
18 H 1.1065 0.1777 -1.6289
19 H 1.8726 1.6112 -1.1980
20 H 2.2889 1.0891 1.4391

Atomic forces in eV per Å
C 0.655 5.197 1.589
C 3.721 -0.350 0.273
C 1.585 -2.582 -0.122
C -2.063 2.888 0.080
N -1.039 -3.517 0.648
N -2.278 -0.321 0.139
N 0.751 -0.120 -0.354
N 0.690 0.483 -0.467
N -0.222 -2.231 0.411
O -3.663 0.408 -1.046
H -0.252 0.218 -1.041
H -0.316 0.044 0.129
H 0.405 -0.304 -0.070
H -2.585 -0.956 0.579
H 1.051 -0.203 -0.299
H -0.566 0.217 -0.512
H -0.669 -0.231 0.208
H 0.985 0.702 -0.255
H 0.213 1.206 -0.382
H 3.599 -0.547 0.491